The following is a quantum chemistry calculation of a 9-piece molecular cluster, C31H56N2O21 overall in a non-equilibrium geometry, from the OMol25 dataset.

Last column: Mulliken charge in e.
Atoms and positions in Å:
C  -0.699  -4.052  2.989  -1.537
C  -0.990  -2.763  2.199  0.776
C  -0.058  -2.340  1.113  0.480
O  -0.861  -1.650  0.315  0.430
C  -2.128  -1.869  0.636  0.127
O  -3.062  -1.363  0.003  -0.590
O  -2.228  -2.681  1.607  -0.351
H  -1.512  -4.229  3.686  0.435
H  0.252  -4.018  3.496  0.130
H  -0.701  -5.025  2.511  0.431
H  -0.891  -1.938  2.878  0.124
H  0.276  -3.213  0.584  0.265
H  0.849  -1.870  1.424  -0.601
C  -2.313  6.703  3.232  -1.490
C  -1.954  5.173  3.224  0.391
C  -0.561  4.977  2.363  0.242
O  0.277  4.478  3.380  -0.279
C  -0.392  4.374  4.574  0.607
O  0.204  3.930  5.568  -0.596
O  -1.682  4.664  4.506  -0.310
H  -1.588  7.315  3.585  0.472
H  -3.249  6.782  3.811  0.374
H  -2.501  7.090  2.252  0.338
H  -2.838  4.586  2.769  0.269
H  -0.205  5.847  1.762  0.005
H  -0.717  4.106  1.631  -0.131
C  2.793  -3.138  -1.313  -0.181
O  3.006  -3.294  0.065  0.007
C  4.212  -3.531  0.576  0.574
O  5.346  -3.631  -0.280  -0.681
O  4.419  -3.475  1.923  -0.115
C  5.659  -3.906  2.528  -0.806
H  3.564  -2.541  -1.807  0.390
H  1.840  -2.634  -1.533  -0.410
H  2.715  -4.159  -1.611  0.395
H  5.509  -4.788  3.202  0.262
H  5.996  -3.036  3.136  0.280
H  6.407  -4.200  1.796  0.382
C  -2.320  3.537  -3.290  0.009
O  -2.604  4.591  -2.361  -0.333
C  -1.647  5.282  -1.864  0.802
O  -0.393  4.729  -1.839  -0.591
O  -2.088  6.444  -1.182  -0.333
C  -1.074  7.194  -0.489  -0.529
H  -2.007  2.786  -2.647  -0.363
H  -1.534  3.827  -3.959  0.339
H  -3.090  3.143  -3.948  0.360
H  -0.733  7.818  -1.283  0.392
H  -0.293  6.599  -0.055  0.140
H  -1.402  7.781  0.324  0.300
C  -4.072  0.494  -2.246  -0.566
O  -3.688  0.300  -3.578  -0.297
C  -3.339  -0.874  -4.145  0.784
O  -3.348  -2.059  -3.256  -0.647
O  -3.070  -1.036  -5.411  -0.295
C  -2.769  -2.316  -6.052  -0.366
H  -4.838  -0.208  -1.935  0.310
H  -4.642  1.375  -2.122  0.400
H  -3.193  0.471  -1.632  0.053
H  -1.839  -2.719  -5.763  0.043
H  -2.678  -2.234  -7.173  0.249
H  -3.526  -3.032  -5.669  0.298
C  0.460  1.176  3.552  -1.149
O  0.961  -0.156  3.254  0.133
C  1.689  -0.817  4.162  0.336
O  2.326  -0.209  5.192  -0.713
O  1.892  -2.072  3.926  0.094
C  2.822  -2.856  4.670  -0.805
H  1.191  1.948  3.784  0.441
H  -0.014  1.118  4.581  0.425
H  -0.081  1.492  2.651  0.308
H  2.748  -3.952  4.350  0.224
H  2.586  -2.864  5.741  0.389
H  3.797  -2.432  4.503  0.237
C  3.674  -0.530  1.362  -0.253
O  2.729  0.435  1.028  -0.080
C  3.154  1.732  1.013  0.355
O  4.510  2.083  1.206  -0.686
O  2.191  2.578  0.746  0.200
C  2.541  3.972  0.756  -0.736
H  4.404  -0.208  2.095  0.518
H  4.270  -0.886  0.460  0.281
H  3.188  -1.401  1.735  -0.455
H  2.686  4.358  1.793  0.247
H  1.840  4.459  0.038  0.072
H  3.520  4.074  0.337  0.461
C  -0.230  1.374  -0.674  0.450
C  0.422  0.961  -2.042  -0.889
C  -0.070  -0.481  -2.419  2.683
C  0.264  -0.975  -3.746  0.267
N  0.517  -1.432  -4.763  -0.716
H  -0.098  2.452  -0.544  -0.207
H  0.003  0.849  0.216  -0.234
H  -1.340  1.233  -0.742  -0.090
H  1.497  1.153  -2.106  0.574
H  -0.036  1.608  -2.804  0.266
H  -1.121  -0.523  -2.356  -0.929
H  0.086  -1.117  -1.647  -1.225
C  -0.970  -4.038  -2.240  -0.453
C  -1.191  -4.826  -3.598  -0.653
C  -2.682  -5.121  -3.813  -0.069
C  -2.744  -6.148  -4.832  0.115
N  -2.715  -6.989  -5.610  -0.481
H  0.054  -3.811  -1.951  0.015
H  -1.394  -4.618  -1.413  0.511
H  -1.461  -3.167  -2.244  -0.168
H  -0.762  -5.822  -3.548  0.439
H  -0.740  -4.326  -4.478  0.312
H  -3.330  -4.308  -3.989  0.038
H  -3.082  -5.573  -2.843  0.338

Cartesian forces, eV/Å:
-0.9447 -0.1773 -0.2727
2.7642 -0.9346 2.6082
2.2857 -3.6830 1.0061
-1.1162 3.1629 -2.5330
-3.6274 3.0322 -4.5753
2.1845 -1.1180 1.7177
-1.9373 -2.0356 1.6270
0.0335 0.4950 0.5958
0.1580 0.4901 0.3067
0.1088 0.1642 -1.2267
-0.4446 0.3952 1.0775
0.3518 -0.8381 -0.5572
0.1939 0.9322 0.3894
-2.7999 -3.1826 -0.0067
-0.4472 1.6026 -3.4006
-2.7262 -2.1913 -0.3368
0.0226 0.7534 0.6984
3.4619 -2.3730 2.9430
-2.1737 1.5691 -2.8854
0.3913 0.3599 -0.3528
2.4414 1.5596 1.6915
0.4548 0.4011 -0.1220
-0.3710 -0.3026 -0.8743
1.5426 0.8385 0.7350
-0.0666 -0.4854 1.2427
0.2398 1.3132 0.7236
0.1138 0.2138 -1.1187
0.7845 0.3077 4.0967
7.9068 0.2563 -5.0273
-6.8821 0.2385 4.9659
-2.2011 -0.5241 -1.8953
0.4610 -0.0130 0.5563
0.2153 -0.5410 0.1860
0.1967 -0.1749 0.8227
0.1759 -0.4720 -1.3309
-0.4186 0.8348 -0.5987
-0.1100 -0.7019 -0.5119
-0.1738 0.3537 -0.2327
0.8014 0.2407 -0.4537
-2.6242 1.5882 -1.0185
6.6218 -2.0277 2.3968
-6.2443 4.0911 0.0652
0.3729 -3.1971 -0.9448
0.5968 -0.5927 -1.4838
0.8797 -1.8915 0.6597
0.6787 0.2552 -0.0268
-1.0326 0.8375 0.6972
1.0329 0.8027 -0.0285
0.4435 -0.6554 -0.5113
-1.4871 0.5731 0.5699
-0.5436 -1.7028 0.9989
1.0341 -0.5076 -4.6254
-0.8013 -7.7585 6.8444
0.2201 6.6947 -5.1651
-0.0351 2.3565 0.0719
-1.3273 -0.7011 0.1673
0.5742 -0.9490 0.0973
0.1013 1.6829 -0.6514
0.0737 -0.1761 0.5513
1.2850 0.0859 0.8807
-0.8259 0.6014 1.3650
0.2569 0.5084 -0.7921
0.1454 -0.0485 1.9413
0.3604 -1.1763 0.3803
4.3485 5.1498 5.8321
-3.7570 -2.9363 -5.2659
-1.4568 -1.1445 -1.6569
-0.2342 -1.2110 0.6864
0.8686 -0.4296 -0.5032
-0.4452 0.0576 -1.6025
-0.3216 -0.3685 0.6623
0.0357 1.8117 -0.1254
0.0152 0.4309 -0.2664
0.4418 -0.1126 0.0604
2.3536 -1.1400 -1.0469
-0.4400 3.0471 -0.2550
7.6313 0.4031 0.8851
-8.3428 -2.0614 -1.0558
0.1901 -0.8033 0.5110
0.3739 0.5315 -0.2731
-0.0485 0.4282 0.1150
-0.6999 0.7383 0.8328
-0.8189 -0.3098 0.3063
-0.9457 -0.2486 -0.7372
0.1593 -0.1877 1.1572
0.6510 -0.0680 -0.4416
-1.3105 0.8215 -1.7819
-1.5471 -0.2483 0.2072
0.5112 2.7532 -1.4932
0.2890 -0.1266 0.9718
0.0778 -0.1552 -0.7235
0.1785 -0.1772 0.1609
0.9744 -0.6446 0.6038
0.6984 0.0566 -0.2293
-0.1018 -0.4875 0.2352
0.2821 0.1062 0.2166
-1.7427 0.5188 -0.2606
1.5319 -2.4154 1.9833
1.3118 -3.6397 -0.6427
0.3075 0.9415 1.0658
0.3311 -1.5206 1.8838
-0.4947 -0.0790 -0.1662
-0.0239 -0.1806 -0.2898
0.2924 -0.3401 -0.4374
0.0234 -0.1496 -0.0985
-2.0825 3.4012 -0.2883
0.5459 0.0395 0.1647
-0.2626 -0.0684 0.5654
-0.4165 1.1721 -0.4077
0.4628 0.3855 -1.1746

## Properties
Calculated total energy   -79022.385 eV
HOMO-LUMO gap   9.98 eV
Relative energy (zero: lowest compared OMol25 entry of this formula, charge and spin)   234.2 kJ/mol
SMILES   C[C@H]1COC(=O)O1.C[C@H]1COC(=O)O1.COC(=O)OC.COC(=O)OC.COC(=O)OC.COC(=O)OC.COC(=O)OC.CCCC#N.CCCC#N



The following is a quantum chemistry calculation of C31H56N2O3P2Re as an isolated structure in a non-equilibrium geometry, from the OMol25 dataset.

Last column: Mulliken charge in e.
Atoms and positions in Å:
Re  -1.133  -0.780  -0.432  0.975
C  -0.345  0.317  -1.804  0.426
O  0.198  1.021  -2.576  -0.400
C  0.631  -1.452  -0.070  0.789
O  1.726  -1.802  0.180  -0.375
P  1.834  3.003  2.497  0.336
C  2.661  2.701  4.108  0.459
H  3.666  3.098  3.906  0.482
C  2.833  2.005  1.317  1.131
H  2.422  0.995  1.509  0.298
C  1.234  4.527  1.690  0.587
H  0.588  4.943  2.484  0.519
C  -3.211  -1.596  -2.959  1.171
P  -1.984  -2.362  -1.741  0.700
H  -3.289  -4.365  -1.935  0.640
H  -4.102  -1.425  -2.334  -0.274
C  -0.789  -3.366  -2.764  0.265
H  -1.442  -3.947  -3.435  0.714
C  2.692  2.273  -0.188  -1.655
H  2.876  3.326  -0.443  0.337
H  1.727  1.939  -0.595  0.105
H  3.481  1.694  -0.692  0.573
C  4.339  2.026  1.674  -1.644
H  4.909  1.660  0.809  0.472
H  4.578  1.385  2.529  0.382
H  4.706  3.041  1.899  0.357
C  2.365  5.506  1.393  -1.481
H  2.922  5.758  2.303  0.404
H  1.946  6.441  1.001  0.468
H  3.070  5.135  0.639  0.292
C  0.333  4.277  0.468  -1.155
H  -0.060  5.235  0.111  0.480
H  -0.513  3.624  0.707  0.108
H  0.855  3.846  -0.393  0.244
C  2.068  3.447  5.301  -1.454
H  1.847  4.495  5.086  0.430
H  2.807  3.427  6.112  0.437
H  1.157  2.963  5.679  0.258
C  2.706  1.188  4.401  -1.243
H  1.697  0.794  4.595  0.189
H  3.294  1.014  5.311  0.424
H  3.155  0.586  3.604  0.341
C  -3.580  -2.585  -4.068  -1.633
H  -4.049  -3.499  -3.685  0.369
H  -2.706  -2.866  -4.669  0.376
H  -4.301  -2.094  -4.735  0.483
C  -2.852  -0.231  -3.548  -1.577
H  -1.921  -0.249  -4.131  0.233
C  -2.618  -4.492  0.121  -1.741
H  -2.770  0.545  -2.775  0.297
H  -3.671  0.066  -4.221  0.505
C  -4.549  -3.113  -0.673  -1.488
H  -2.670  -3.916  1.055  0.387
H  -3.236  -5.391  0.268  0.447
H  -1.584  -4.813  -0.020  0.336
C  -3.181  -3.695  -1.065  0.379
H  -5.083  -3.822  -0.021  0.553
H  -5.201  -2.890  -1.528  0.265
H  -4.415  -2.185  -0.097  0.140
C  0.026  -4.349  -1.915  -1.477
H  0.514  -3.856  -1.061  0.255
H  0.822  -4.764  -2.547  0.488
H  -0.580  -5.188  -1.556  0.357
C  0.151  -2.478  -3.591  -1.377
H  -0.381  -1.769  -4.243  0.190
H  0.760  -3.144  -4.219  0.532
H  0.836  -1.914  -2.941  0.248
H  -1.625  -2.411  0.306  0.020
H  0.583  2.511  2.921  -0.458
C  -5.311  1.460  4.172  -0.928
N  -4.044  1.093  3.576  -0.123
N  -3.946  0.782  2.264  0.534
C  -2.627  0.578  1.955  0.416
O  -2.300  0.235  0.767  -0.968
C  -1.895  0.826  3.150  -0.513
C  -2.824  1.148  4.121  0.568
C  -2.630  1.513  5.539  -1.793
C  -5.057  0.345  1.498  -0.063
C  -5.198  0.854  0.210  -0.106
C  -6.274  0.430  -0.564  -0.765
C  -7.169  -0.516  -0.048  -0.408
C  -6.981  -1.056  1.228  -0.898
C  -5.911  -0.626  2.015  0.084
H  -5.890  2.124  3.523  0.360
H  -5.111  1.984  5.112  0.407
H  -5.921  0.577  4.388  0.401
H  -0.825  0.770  3.231  0.535
H  -2.808  2.584  5.718  0.444
H  -3.275  0.944  6.222  0.447
H  -1.593  1.303  5.822  0.344
H  -4.474  1.584  -0.152  0.564
H  -6.409  0.844  -1.562  0.536
H  -8.029  -0.825  -0.647  0.522
H  -7.659  -1.812  1.621  0.498
H  -5.730  -1.042  3.005  0.684

Cartesian forces, eV/Å:
0.0489 -0.7013 3.5164
2.7016 4.0057 -4.3604
-2.1402 -2.9952 2.9797
5.0566 -1.7368 1.0352
-4.5125 1.4647 -0.9332
-0.2720 -0.6651 -0.2423
0.6587 0.9190 -0.0031
-0.0275 -0.2696 0.4021
-0.2441 -0.9309 -0.1599
0.4386 0.0934 -0.1063
0.1321 0.7499 0.7117
0.1828 0.1434 -0.2092
0.0659 0.4800 0.2462
-2.9292 -3.1614 -2.9362
0.0609 0.2138 0.3570
0.2657 -0.1079 -0.1405
0.7158 0.0608 0.0444
0.0088 0.2968 0.2603
0.0443 0.0305 -0.2387
-0.1408 -0.4433 0.0085
0.2490 0.2907 0.1198
-0.3484 0.1296 0.1247
0.2295 0.2268 0.3090
-0.1899 0.0963 0.3274
0.0341 0.2443 -0.2528
-0.1110 -0.3312 -0.1867
0.2642 0.4441 -0.0008
-0.0234 -0.0172 -0.2099
0.0841 -0.2042 0.1090
-0.1619 0.0240 0.2204
0.0000 -0.4063 -0.2502
0.0102 -0.0664 0.3264
0.0020 0.0917 0.0184
-0.0725 0.1728 0.3826
-0.0574 0.1927 0.1412
0.0422 -0.0582 0.0556
-0.2347 0.0228 -0.1348
0.1482 0.0982 -0.1643
-0.1216 -0.1856 -0.3126
0.1488 0.1576 -0.0147
-0.1160 0.1796 -0.2045
-0.1092 0.1455 0.2544
-0.0502 -0.2135 -0.1193
0.1095 0.2028 -0.1648
-0.2902 0.1366 0.0382
0.1824 -0.1853 0.1471
0.0918 0.0710 -0.1473
-0.3102 0.0823 0.1041
-0.0683 -0.1122 -0.0231
0.0115 -0.0436 -0.1452
0.3621 -0.0011 0.1553
-0.1307 -0.0156 0.0300
-0.0433 -0.0602 -0.1116
0.2120 0.2601 -0.0326
-0.2841 0.0298 0.1371
0.4858 0.0819 0.1166
0.2169 0.1540 -0.2549
0.1910 -0.1407 0.1940
-0.0113 -0.0632 0.0257
0.0347 -0.1677 0.0432
-0.0982 -0.2502 -0.2070
-0.1891 0.0682 0.1545
0.2978 0.2243 -0.1500
-0.1697 0.0708 -0.0942
0.2212 -0.2719 0.1587
-0.1502 0.3158 0.0982
-0.0740 -0.1753 -0.1980
0.7251 1.4357 -0.3417
-0.0456 -0.6211 -0.7353
-0.8844 0.1192 0.5938
-0.3642 -0.0926 0.4506
-1.4098 -0.3683 -0.7467
1.1686 0.7122 1.5998
-0.2406 0.3750 -0.1060
-0.1997 -0.5053 -1.9152
-0.2188 0.0216 0.2692
0.5023 0.0676 0.5557
1.4379 0.2771 0.9046
-0.6545 0.1353 -1.9826
1.5967 1.1114 0.0201
-0.7602 -0.0820 -0.5757
0.9553 -0.2405 1.9370
-1.8925 -0.9699 0.0154
0.2883 -0.0066 -0.0112
-0.0475 -0.1258 -0.2960
0.1916 0.2172 0.1121
-0.0225 -0.0622 0.1630
-0.0320 -0.2190 -0.1335
0.0717 0.1051 -0.2904
-0.2408 0.0815 -0.0493
-0.3597 -0.1177 0.0203
-0.0909 -0.0808 0.2233
0.1919 0.0385 0.1440
0.1282 0.1207 -0.1659
-0.1220 -0.0180 -0.3039

## Properties
Multiplicity   4
Calculated total energy   -62843.569 eV
<S²>   3.783
HOMO-LUMO gap (spin up / spin down)   7.60 / 4.35 eV
Total charge   +4



Q: What is the calculated total energy in the second record?
A: -62843.569 eV



Q: What is the calculated total energy in the second record?
A: -62843.569 eV



Q: Which formula does entry 1 have?
A: C31H56N2O21